(1)
Formula: C38H56BBrF3O26
Source: the Open Molecules 2025 dataset
Level of theory: the ωB97M-V functional and the def2-TZVPD basis

Values from the calculation:
**Strongest force on any atom**: 3.66 eV/Å
**HOMO level**: -3.90 eV

```
! RIJCOSX wB97M-V def2-TZVPD def2/J DEFGRID3
* xyz -1 1
F -8.64803 5.79632 -2.45181
C -7.74424 4.74189 -2.28954
F -7.85936 3.77833 -1.27408
C -6.62123 4.61317 -3.13840
F -5.81952 5.75675 -3.33731
C -6.29062 3.23400 -3.82645
C -4.80554 3.10284 -4.38181
B -3.62399 3.10218 -3.23118
O -3.92355 3.56622 -1.86408
C -3.83590 2.44309 -0.96110
C -2.66959 1.61204 -1.74322
Br -0.91362 2.56833 -1.59830
O -3.13850 1.71318 -3.08882
H -6.59392 2.37022 -3.14489
H -6.98834 3.15480 -4.73342
H -4.55533 3.86621 -5.19356
H -4.74731 2.08556 -4.90931
H -2.86652 3.94893 -3.64005
H -4.84809 1.92915 -1.12601
H -3.57776 2.64820 0.11892
H -2.60545 0.51937 -1.45500
C 4.01375 1.16587 -1.74399
C 3.47807 2.57706 -1.84567
C 4.46072 3.62677 -1.41762
O 3.61192 4.67486 -0.95969
C 2.45285 4.08428 -0.54510
O 1.60196 4.64311 0.07776
O 2.40000 2.78120 -0.93043
H 4.94571 1.05262 -2.30208
H 4.18518 0.88501 -0.70241
H 3.28462 0.45702 -2.14172
H 3.10568 2.76693 -2.85799
H 5.08731 3.97103 -2.24223
H 5.10313 3.31213 -0.58788
C 8.53888 8.12135 -1.22845
C 7.70580 7.74559 -2.43462
C 6.22580 7.86212 -2.20676
O 5.70098 6.89016 -3.10526
C 6.66667 5.94620 -3.26873
O 6.49318 4.88827 -3.80004
O 7.85350 6.36092 -2.74686
H 8.29482 9.12517 -0.87477
H 8.39165 7.40963 -0.41252
H 9.60168 8.09190 -1.48010
H 8.02249 8.32645 -3.30770
H 5.84492 8.85541 -2.44740
H 5.91810 7.59889 -1.19005
C 0.46100 -3.33223 -0.54716
C 1.88803 -3.64294 -0.93609
C 2.88767 -3.31979 0.13404
O 4.06694 -3.04032 -0.62047
C 3.64975 -2.59830 -1.84113
O 4.36089 -2.08881 -2.65397
O 2.31753 -2.80914 -2.01132
H 0.18940 -3.83226 0.38317
H 0.30944 -2.25564 -0.43249
H -0.22430 -3.66126 -1.33274
H 1.97291 -4.68697 -1.26002
H 3.05347 -4.15702 0.81297
H 2.63291 -2.43162 0.71785
C 4.41693 -0.88017 5.17203
C 4.40835 -0.98257 3.66229
C 5.17781 0.11112 2.97803
O 4.50984 0.21770 1.72495
C 3.22765 -0.19734 1.92831
O 2.33878 -0.05298 1.14000
O 3.09199 -0.79321 3.14486
H 5.43649 -0.84286 5.56148
H 3.87328 0.00612 5.50867
H 3.91001 -1.74261 5.61113
H 4.75749 -1.97262 3.34920
H 6.22798 -0.14685 2.83453
H 5.11406 1.07640 3.49040
C -4.23130 -4.20934 2.59651
C -2.82736 -4.21667 3.16083
C -2.10783 -2.90804 3.00647
O -0.74268 -3.31615 2.95042
C -0.73348 -4.58325 2.45917
O 0.25430 -5.15938 2.09746
O -1.98532 -5.10979 2.42959
H -4.82818 -3.40360 3.02827
H -4.21709 -4.09992 1.50938
H -4.72754 -5.15935 2.80805
H -2.84253 -4.54370 4.20607
H -2.27650 -2.23848 3.85044
H -2.35247 -2.38122 2.07919
C 1.63214 -6.34753 4.53251
C 1.22976 -6.59719 5.96943
C 1.71689 -7.90807 6.51472
O 0.73345 -8.21497 7.50017
C -0.41858 -7.60225 7.10677
O -1.48918 -7.80833 7.59226
O -0.18783 -6.73009 6.08914
H 2.71376 -6.42420 4.40287
H 1.14132 -7.05250 3.85762
H 1.31737 -5.35078 4.22194
H 1.54675 -5.75994 6.60076
H 2.70571 -7.82781 6.96822
H 1.72893 -8.71211 5.77213
C -11.38838 6.56952 -3.09703
C -12.42249 6.77154 -4.18261
C -12.04403 7.81907 -5.18892
O -13.31473 8.29246 -5.63096
C -14.18731 8.08624 -4.60541
O -15.29000 8.54231 -4.55876
O -13.63743 7.29775 -3.64392
H -10.41010 6.34247 -3.51884
H -11.30631 7.45514 -2.46204
H -11.68348 5.74472 -2.44462
H -12.65189 5.81641 -4.66733
H -11.47405 7.40758 -6.02273
H -11.48992 8.65841 -4.75777
C 5.16731 -8.97126 -0.29903
C 4.49896 -8.35001 0.90815
C 3.17571 -7.70935 0.60316
O 3.09140 -6.69108 1.59654
C 4.37122 -6.35813 1.92172
O 4.67193 -5.40517 2.57618
O 5.25899 -7.24846 1.40316
H 4.50960 -9.69151 -0.78989
H 5.46193 -8.20642 -1.02162
H 6.08284 -9.48665 0.00035
H 4.40896 -9.08907 1.71182
H 2.34411 -8.40891 0.69667
H 3.13536 -7.23747 -0.38350
*
```

=====

(2)
Formula: C3H3KO3
Source: the Open Molecules 2025 dataset
Level of theory: the ωB97M-V functional and the def2-TZVPD basis

Values from the calculation:
**Strongest force on any atom**: 3.49 eV/Å
**HOMO level**: -7.76 eV
**Energy relative to the best compared isomer or geometry (same formula, charge and spin)**: 7.8 kcal/mol

```
! RIJCOSX wB97M-V def2-TZVPD def2/J DEFGRID3
* xyz 0 1
C -2.61125 0.40132 -0.25731
O -0.29771 -0.85177 -0.28380
C -0.26566 0.38773 -0.04656
C -2.83643 -0.82265 0.27003
O -1.43438 1.04816 0.10418
O 0.77321 0.99144 0.28845
H -2.98248 0.68693 -1.24421
H -2.53562 -1.05605 1.29360
H -3.50394 -1.50077 -0.26095
K 2.70274 -0.90503 -0.20014
*
```

=====

(3)
Formula: C7H9NS2
Source: the Open Molecules 2025 dataset
Level of theory: the ωB97M-V functional and the def2-TZVPD basis

Values from the calculation:
**Strongest force on any atom**: 4.38 eV/Å
**SMILES**: C=CC(C#N)=C(SC)SC
**HOMO level**: -8.52 eV
**Energy relative to the best compared isomer or geometry (same formula, charge and spin)**: 17.7 kcal/mol

```
! RIJCOSX wB97M-V def2-TZVPD def2/J DEFGRID3
* xyz 0 1
C 2.48778 1.37810 -0.03212
C 3.95329 -0.97901 0.06132
C 2.58741 -1.11335 -0.08462
C 1.78845 0.09505 -0.08070
C 0.45670 0.21714 -0.26565
C -2.09155 -0.68018 -1.15991
C -1.11778 1.93812 1.27388
N 3.09549 2.33448 0.10047
S -0.59016 -1.26730 -0.23699
S -0.38281 1.76490 -0.37217
H 4.57641 -1.87350 -0.04723
H 4.47882 -0.07461 0.15392
H 2.13882 -1.99023 -0.41570
H -3.03055 -1.26114 -0.95000
H -1.89649 -0.77904 -2.28295
H -2.15787 0.33751 -0.87715
H -1.18728 0.93754 1.71640
H -2.10154 2.41931 1.13777
H -0.36419 2.63529 1.84403
*
```

=====

Number 3 is which compound?
C7H9NS2

=====

The highest strongest force on any atom belongs to which entry?
C7H9NS2

=====

Among the records above, which one has the highest strongest force on any atom?
C7H9NS2